Entry 1:
Here is an isolated ion of composition C6H3N2OS and charge -1 in a non-equilibrium geometry from the OMol25 dataset. Energies are from the ωB97M-V functional and the def2-TZVPD basis.

Highest occupied orbital energy, eV: -3.735
ΔE to the lowest compared entry with this formula, charge and spin, kJ/mol: 66.9
Charge: -1
Kohn-Sham gap, eV: 7.2
Calculated total energy, eV: -22131.55242
LUMO energy, eV: 3.5

Last column: Mulliken charge in e.
Atoms and positions in Å:
1 N -3.376 -1.147 0.060  -0.60
2 C -2.347 -0.639 -0.053  0.40
3 C -1.160 -0.039 -0.007  -0.19
4 C -0.651 1.230 0.038  0.26
5 S -1.722 2.491 -0.011  -0.50
6 C 0.829 1.396 0.006  -0.38
7 C 1.714 0.344 -0.025  -0.38
8 C 1.303 -0.987 -0.036  -0.24
9 N -0.004 -1.337 -0.005  0.50
10 O -0.505 -2.453 -0.025  -0.70
11 H 1.007 2.489 0.067  0.30
12 H 2.881 0.460 -0.037  0.16
13 H 2.032 -1.807 0.029  0.37



Entry 2:
Here is one molecule with the formula C6H4 in a non-equilibrium geometry from the OMol25 dataset. Energies are from the ωB97M-V functional and the def2-TZVPD basis.

Highest occupied orbital energy, eV: -8.968
ΔE to the lowest compared entry with this formula, charge and spin, kJ/mol: 88.7
Charge: 0
Kohn-Sham gap, eV: 9.1
Calculated total energy, eV: -6281.55587
LUMO energy, eV: 0.2

Last column: Mulliken charge in e.
Atoms and positions in Å:
1 C 0.043 2.469 -0.417  -0.17
2 C 0.113 1.328 0.035  -0.37
3 C 0.252 -0.115 0.198  0.34
4 C 1.275 -0.665 0.942  -0.79
5 C -0.675 -0.970 -0.332  -0.27
6 C -1.638 -1.543 -0.818  -0.02
7 H -0.377 3.486 -0.742  0.34
8 H 2.158 -0.109 1.427  0.28
9 H 1.322 -1.764 1.027  0.31
10 H -2.474 -2.116 -1.320  0.37



Entry 3:
Here is one molecule with the formula C6H4 in a non-equilibrium geometry from the OMol25 dataset. Energies are from the ωB97M-V functional and the def2-TZVPD basis.

Highest occupied orbital energy, eV: -7.935
ΔE to the lowest compared entry with this formula, charge and spin, kJ/mol: 440.5
Charge: 0
Kohn-Sham gap, eV: 7.6
Calculated total energy, eV: -6277.90980
LUMO energy, eV: -0.3

Last column: Mulliken charge in e.
Atoms and positions in Å:
1 C -0.489 -0.793 2.053  -0.71
2 C -0.338 0.549 1.838  -0.20
3 C 0.239 0.656 -0.979  -0.34
4 C 0.247 0.513 0.526  0.22
5 C -0.150 -0.700 -0.777  -0.27
6 C 0.366 -0.983 0.519  -0.11
7 H 0.025 1.598 -1.627  0.31
8 H -0.745 1.466 2.164  0.40
9 H -0.871 -1.256 -1.343  0.34
10 H 1.285 -1.355 0.601  0.37



Entry 4:
Here is a 14-piece molecular cluster, C6H40N2O13 overall in a non-equilibrium geometry from the OMol25 dataset. Energies are from the ωB97M-V functional and the def2-TZVPD basis.

Highest occupied orbital energy (alpha / beta), eV: -13.445 / -13.442
ΔE to the lowest compared entry with this formula, charge and spin, kJ/mol: 221.5
Charge: +1
Kohn-Sham gap (alpha / beta), eV: 9.6 / 5.5
Spin multiplicity: 2
Calculated total energy, eV: -36459.63401
LUMO energy (alpha / beta), eV: -3.8 / -7.9

Last column: Mulliken charge in e.
Atoms and positions in Å:
1 C -3.193 -2.525 -1.694  -1.32
2 C -2.413 -1.358 -1.072  0.31
3 C -0.938 -1.150 -1.345  1.21
4 C -0.355 0.247 -1.125  -0.32
5 C 0.230 0.629 0.258  0.28
6 N 1.520 0.007 0.306  1.02
7 C 2.451 0.642 1.059  -0.49
8 N 3.649 0.168 1.005  -0.41
9 H -2.616 -2.979 -2.530  0.35
10 H -3.991 -2.045 -2.260  0.37
11 H -3.381 -3.263 -0.918  0.29
12 H -2.415 -1.532 0.034  -0.11
13 H -2.947 -0.396 -1.107  -0.04
14 H -0.799 -1.446 -2.443  0.37
15 H -0.229 -1.928 -0.985  -1.06
16 H 0.601 0.183 -1.694  0.52
17 H -1.092 0.954 -1.502  -0.52
18 H 0.214 1.718 0.279  0.34
19 H -0.527 0.313 1.015  -0.23
20 H 1.471 -1.005 0.157  0.09
21 H 2.073 1.437 1.729  0.47
22 H 4.254 0.316 1.811  0.30
23 H -0.921 1.923 -3.018  0.30
24 H -0.041 1.829 -4.291  0.27
25 O -0.026 2.033 -3.351  -0.54
26 H -2.471 2.790 -1.643  0.31
27 H -3.595 1.943 -1.352  0.32
28 O -3.128 2.262 -2.140  -0.63
29 H -2.929 -0.112 2.346  0.24
30 H -2.404 -1.138 3.349  0.40
31 O -3.226 -0.734 3.030  -0.64
32 H 1.836 -3.467 1.602  0.26
33 H 0.203 -3.820 1.516  0.43
34 O 0.926 -3.134 1.595  -0.64
35 H 1.463 -4.673 -0.748  0.29
36 H 0.905 -3.282 -0.609  0.01
37 O 0.699 -4.133 -0.997  -0.57
38 H 3.723 1.099 -2.612  0.31
39 H 4.052 0.824 -1.148  0.28
40 O 3.705 1.522 -1.745  -0.63
41 H 3.326 -1.583 -1.186  0.27
42 H 2.303 -2.244 -2.290  0.32
43 O 2.903 -2.361 -1.545  -0.60
44 H -0.089 -0.094 3.451  0.28
45 H 0.197 -1.450 2.734  0.29
46 O -0.475 -0.953 3.236  -0.63
47 H 2.236 2.539 -0.611  0.27
48 H 1.825 3.399 -1.772  0.29
49 O 1.585 3.201 -0.858  -0.61
50 H -1.420 4.212 -1.257  0.36
51 H -0.188 3.134 -0.915  0.33
52 O -1.042 3.553 -0.673  -0.68
53 H -0.345 2.536 2.659  0.33
54 H 0.929 3.276 2.835  0.26
55 O 0.642 2.370 2.658  -0.62
56 H -1.413 -4.636 0.108  0.33
57 H -1.614 -3.418 1.136  0.31
58 O -1.354 -4.341 1.020  -0.70
59 H -2.416 3.041 2.483  0.35
60 H -1.600 3.555 1.366  0.35
61 O -1.620 3.579 2.344  -0.72



Entry 5:
Here is a 14-piece molecular cluster, C6H40NO14 overall in a non-equilibrium geometry from the OMol25 dataset. Energies are from the ωB97M-V functional and the def2-TZVPD basis.

Highest occupied orbital energy, eV: -11.798
ΔE to the lowest compared entry with this formula, charge and spin, kJ/mol: 467.1
Charge: +1
Kohn-Sham gap, eV: 9.4
Calculated total energy, eV: -37017.95889
LUMO energy, eV: -2.4

Last column: Mulliken charge in e.
Atoms and positions in Å:
1 C -1.771 0.011 3.711  -1.49
2 C -2.671 -0.415 2.581  -0.34
3 C -1.815 -1.556 1.866  -0.79
4 C -1.380 -1.010 0.519  1.34
5 C -0.122 -0.501 0.324  -1.92
6 C -3.696 -0.804 -0.548  -0.71
7 N -2.294 -1.217 -0.569  0.09
8 H -1.787 -0.609 4.709  0.27
9 H -0.742 0.077 3.394  0.31
10 H -2.001 1.026 4.060  0.37
11 H -3.559 -0.889 3.042  0.37
12 H -3.078 0.243 1.904  0.47
13 H -0.971 -1.938 2.503  0.37
14 H -2.510 -2.416 1.807  0.67
15 H 0.402 -0.317 -0.624  -0.02
16 H 0.447 -0.363 1.182  0.59
17 H -4.114 -1.141 -1.543  0.40
18 H -4.173 -0.964 0.302  0.42
19 H -1.793 -1.064 -1.495  0.29
20 H -0.130 2.854 -1.413  0.62
21 H -0.877 4.316 -1.086  0.35
22 O -1.011 3.405 -1.405  -0.64
23 H -1.975 -3.506 0.193  0.23
24 H -2.170 -4.967 0.431  0.37
25 O -1.634 -4.128 0.804  -0.65
26 H 0.468 -1.043 -3.546  0.26
27 H 1.574 -1.260 -2.574  0.23
28 O 0.808 -0.718 -2.670  -0.56
29 H 3.275 -1.109 0.445  0.33
30 H 4.579 -1.116 1.336  0.28
31 O 3.962 -0.494 0.856  -0.60
32 H -1.451 2.725 -0.369  0.43
33 H -1.252 1.233 0.445  0.23
34 O -1.936 1.954 0.338  -0.49
35 H 3.396 1.898 2.631  0.30
36 H 2.691 1.033 1.567  0.22
37 O 2.589 1.384 2.423  -0.57
38 H -3.394 0.906 -1.784  0.33
39 H -2.627 1.563 -0.177  0.64
40 O -3.617 0.686 -0.827  -0.64
41 H 0.902 0.932 -2.421  0.44
42 H 1.674 2.109 -1.673  0.24
43 O 0.872 1.926 -2.201  -0.75
44 H 0.714 2.817 1.307  0.24
45 H 1.541 2.079 0.239  0.11
46 O 0.726 2.288 0.494  -0.40
47 H 3.004 -3.294 -2.127  0.25
48 H 1.975 -2.993 -1.086  0.42
49 O 2.455 -2.657 -1.859  -0.60
50 H 4.899 0.704 0.254  0.41
51 H 4.692 0.408 -1.138  0.32
52 O 5.035 1.145 -0.584  -0.74
53 H -2.215 1.351 -3.890  0.34
54 H -0.987 0.930 -2.854  0.36
55 O -1.785 0.569 -3.377  -0.70
56 H 3.568 3.808 -1.468  0.26
57 H 3.877 2.336 -0.791  0.41
58 O 3.188 2.917 -1.089  -0.66
59 H 0.613 -2.315 0.732  0.17
60 H 0.450 -3.710 0.310  0.35
61 O 1.161 -3.122 0.483  -0.82



Entry 6:
Here is a 14-piece molecular cluster, C6H40O14 overall in a non-equilibrium geometry from the OMol25 dataset. Energies are from the ωB97M-V functional and the def2-TZVPD basis.

Highest occupied orbital energy, eV: -10.603
ΔE to the lowest compared entry with this formula, charge and spin, kJ/mol: 217.8
Charge: 0
Kohn-Sham gap, eV: 10.7
Calculated total energy, eV: -35536.47815
LUMO energy, eV: 0.1

Last column: Mulliken charge in e.
Atoms and positions in Å:
1 C 1.035 0.893 -0.144  -0.46
2 O 0.328 1.016 1.139  0.31
3 C 0.181 1.213 -1.360  -0.66
4 C -0.414 -0.018 -2.061  -0.02
5 C 0.457 -0.457 -3.235  -0.94
6 C -0.177 -1.517 -4.139  -0.74
7 C -1.083 -2.643 -3.527  -0.56
8 H 1.922 1.544 -0.123  0.26
9 H 1.378 -0.141 -0.070  0.39
10 H 0.930 -2.044 4.058  0.35
11 H 0.674 1.913 -2.042  0.51
12 H -0.609 1.911 -1.063  0.36
13 H -1.412 0.291 -2.389  0.45
14 H -0.646 -0.823 -1.363  -0.26
15 H 1.490 -0.673 -2.966  0.36
16 H 0.634 0.448 -3.840  0.32
17 H -0.795 -1.028 -4.900  0.27
18 H 0.565 -2.119 -4.666  0.44
19 H -1.285 -2.316 -2.508  -0.06
20 H -2.018 -2.948 -3.975  0.32
21 H -0.417 -3.493 -3.359  0.29
22 H 0.018 0.134 1.348  -0.10
23 H -0.330 -1.652 3.359  0.30
24 O 0.239 -1.363 4.092  -0.65
25 H 0.285 4.532 0.303  0.31
26 H 1.210 3.439 -0.157  0.21
27 O 0.457 3.981 -0.467  -0.63
28 H -3.137 -2.852 0.569  0.27
29 H -2.791 -1.574 -0.174  0.34
30 O -2.432 -2.466 0.050  -0.59
31 H 3.412 -2.189 0.299  0.35
32 H 3.880 -0.851 -0.349  0.30
33 O 4.078 -1.778 -0.269  -0.63
34 H -2.211 -0.199 2.842  0.29
35 H -2.359 -1.255 3.832  0.27
36 O -2.277 -1.164 2.872  -0.58
37 H 2.382 -3.354 2.110  0.29
38 H 1.094 -2.613 1.589  0.32
39 O 2.016 -2.508 1.865  -0.64
40 H -3.088 0.742 0.498  0.36
41 H -3.625 0.443 -0.916  0.25
42 O -3.431 0.016 -0.064  -0.67
43 H -1.269 -2.797 1.832  0.35
44 H -0.748 -3.866 0.946  0.31
45 O -0.765 -3.628 1.874  -0.68
46 H -2.073 2.953 0.673  0.28
47 H -1.175 1.801 0.999  0.40
48 O -2.115 2.094 1.102  -0.72
49 H -2.207 2.351 -2.758  0.29
50 H -3.519 2.654 -2.117  0.30
51 O -3.010 1.918 -2.449  -0.59
52 H 3.224 3.733 0.438  0.27
53 H 3.560 2.315 1.200  0.37
54 O 3.301 2.775 0.375  -0.69
55 H 3.620 0.574 3.148  0.29
56 H 2.349 0.906 2.318  0.28
57 O 3.199 1.259 2.616  -0.69
58 H 1.929 3.051 3.151  0.36
59 H 0.607 2.320 2.774  0.22
60 O 0.965 3.110 3.181  -0.66



Entry 7:
Here is a 15-piece molecular cluster, C6H43NO14 overall in a non-equilibrium geometry from the OMol25 dataset. Energies are from the ωB97M-V functional and the def2-TZVPD basis.

Highest occupied orbital energy, eV: -10.084
ΔE to the lowest compared entry with this formula, charge and spin, kJ/mol: 268.8
Charge: 0
Kohn-Sham gap, eV: 10.2
Calculated total energy, eV: -37074.98388
LUMO energy, eV: 0.1

Last column: Mulliken charge in e.
Atoms and positions in Å:
1 C -0.398 1.200 -3.128  -1.92
2 C -0.525 1.116 -1.612  0.99
3 C 0.201 -0.113 -1.093  -0.14
4 C 0.045 -0.265 0.453  1.09
5 C 1.141 -1.101 1.163  0.58
6 C 1.883 -2.101 0.261  -0.47
7 N -0.025 2.423 -0.954  -0.42
8 H -0.808 0.277 -3.517  0.39
9 H 0.632 1.236 -3.468  0.43
10 H -1.006 1.975 -3.596  0.41
11 H -1.531 1.132 -1.216  0.10
12 H 1.250 -0.140 -1.476  -0.25
13 H -0.318 -0.994 -1.520  0.24
14 H -0.953 -0.804 0.599  -0.49
15 H -0.025 0.745 0.880  -0.12
16 H 0.785 -1.865 1.897  0.27
17 H 1.878 -0.595 1.737  -0.82
18 H 2.622 -1.560 -0.335  -0.13
19 H 2.457 -2.970 0.636  0.68
20 H 1.134 -2.488 -0.461  -0.14
21 H 0.704 2.299 -0.255  0.10
22 H 0.318 3.070 -1.663  0.25
23 H 2.931 -3.010 -2.845  0.30
24 H 3.044 -1.549 -2.586  0.39
25 O 2.421 -2.200 -2.947  -0.65
26 H -1.324 3.596 0.095  0.40
27 H -2.825 3.915 0.426  0.32
28 O -1.919 4.202 0.567  -0.72
29 H 3.148 1.581 -1.287  0.30
30 H 4.227 1.245 -0.288  0.27
31 O 3.826 0.913 -1.115  -0.68
32 H -3.554 -1.721 1.131  0.29
33 H -3.415 -3.025 1.867  0.30
34 O -2.939 -2.200 1.710  -0.69
35 H 4.705 -2.271 -0.937  0.40
36 H 4.224 -0.881 -1.055  0.26
37 O 4.560 -1.602 -1.616  -0.68
38 H -2.827 -3.175 -0.773  0.28
39 H -1.500 -3.462 -1.588  0.42
40 O -2.365 -2.979 -1.590  -0.67
41 H -0.097 3.108 2.310  0.31
42 H 1.045 2.904 3.338  0.28
43 O 0.880 2.954 2.374  -0.64
44 H -3.023 -0.767 -1.333  0.28
45 H -3.974 0.380 -1.563  0.28
46 O -3.506 -0.083 -0.851  -0.63
47 H -2.165 2.446 1.903  0.25
48 H -2.304 0.977 1.403  0.30
49 O -2.094 1.523 2.173  -0.63
50 H 0.557 -0.247 3.897  0.37
51 H 0.763 1.060 3.274  0.23
52 O 1.282 0.356 3.688  -0.61
53 H 0.584 -3.289 -2.091  0.18
54 H -0.259 -3.893 -3.045  0.38
55 O -0.082 -4.017 -2.085  -0.72
56 H -3.015 -1.186 3.473  0.36
57 H -2.581 0.146 4.115  0.31
58 O -2.662 -0.796 4.291  -0.65
59 H -2.415 2.580 -1.751  0.39
60 H -2.720 2.700 -3.226  0.28
61 O -3.124 2.455 -2.390  -0.64
62 H 4.045 1.341 2.286  0.29
63 H 3.143 0.045 2.650  0.19
64 O 3.766 0.462 2.024  -0.59



Entry 8:
Here is a 14-piece molecular cluster, C6H44BNO14 overall in a non-equilibrium geometry from the OMol25 dataset. Energies are from the ωB97M-V functional and the def2-TZVPD basis.

Highest occupied orbital energy, eV: -8.191
ΔE to the lowest compared entry with this formula, charge and spin, kJ/mol: 66.6
Charge: 0
Kohn-Sham gap, eV: 7.1
Calculated total energy, eV: -37758.47635
LUMO energy, eV: -1.1

Last column: Mulliken charge in e.
Atoms and positions in Å:
1 C 1.060 -3.975 -2.186  -1.10
2 O 0.322 -2.887 -1.880  -0.34
3 C 1.007 -1.660 -1.599  -0.86
4 C -0.073 -0.615 -1.017  -0.14
5 N 0.603 0.555 -0.298  0.89
6 H 1.282 0.177 0.251  0.14
7 H 1.193 1.151 -0.974  -0.45
8 C -0.350 1.566 0.321  -0.32
9 C 0.302 2.240 1.557  -0.59
10 O -0.776 2.945 2.088  -0.44
11 C -0.526 3.287 3.475  -0.91
12 H 0.427 -4.813 -2.022  0.25
13 H 1.892 -4.079 -1.684  0.44
14 H 1.422 -3.676 -3.103  0.44
15 H 1.370 -1.299 -2.669  0.29
16 H 1.642 -1.871 -0.866  0.89
17 H -0.798 -1.128 -0.176  -0.18
18 H -0.737 -0.146 -1.652  0.41
19 H -1.220 1.003 0.661  0.17
20 H -0.569 2.257 -0.403  0.37
21 H 1.208 2.847 1.134  0.18
22 H 0.941 1.507 2.010  0.27
23 H -0.463 2.326 4.065  0.34
24 H -1.578 3.607 3.626  0.32
25 H 0.059 4.138 3.474  0.38
26 B 2.310 2.789 -2.111  0.31
27 H 1.064 3.045 -2.378  -0.26
28 H 2.512 2.746 -0.822  -0.30
29 H 2.545 1.678 -2.644  -0.28
30 H 3.105 3.643 -2.697  -0.14
31 O -4.579 1.890 0.841  -0.68
32 H -4.076 1.210 0.182  0.35
33 H -4.238 1.709 1.744  0.31
34 O 0.586 -1.704 2.187  -0.50
35 H 0.305 -2.628 2.024  0.14
36 H 0.195 -1.769 3.066  0.35
37 O -3.173 4.219 1.397  -0.68
38 H -3.772 3.719 0.841  0.35
39 H -2.292 3.643 1.553  0.56
40 O 3.545 0.003 0.438  -0.51
41 H 4.020 0.418 -0.236  0.25
42 H 4.143 0.246 1.155  0.25
43 O -2.830 0.791 -3.061  -0.57
44 H -3.341 1.449 -3.570  0.33
45 H -3.659 0.325 -2.844  0.20
46 O -0.366 -1.949 -4.738  -0.75
47 H -0.419 -1.957 -3.759  0.39
48 H 0.583 -1.986 -5.041  0.33
49 O 3.020 -1.144 3.421  -0.59
50 H 2.123 -0.877 3.024  0.33
51 H 2.770 -1.915 3.761  0.26
52 O -0.918 0.646 -5.086  -0.62
53 H -1.413 0.933 -4.312  0.33
54 H -0.948 -0.238 -5.185  0.37
55 O -3.375 -0.998 -0.451  -0.43
56 H -3.536 -1.834 -0.050  0.19
57 H -4.057 -1.030 -1.077  0.25
58 O -2.083 -3.428 1.148  -0.55
59 H -1.152 -3.616 1.319  0.24
60 H -2.690 -3.611 1.911  0.31
61 O 5.083 -4.287 -0.747  -0.61
62 H 5.558 -5.077 -0.645  0.30
63 H 4.497 -4.451 -1.522  0.32
64 O -0.747 1.693 7.094  -0.61
65 H -1.531 1.649 6.682  0.28
66 H -0.407 2.599 7.055  0.32



Entry 9:
Here is a 2-piece molecular cluster, C6H4Br2N2 overall in a non-equilibrium geometry from the OMol25 dataset. Energies are from the ωB97M-V functional and the def2-TZVPD basis.

Highest occupied orbital energy, eV: -10.092
ΔE to the lowest compared entry with this formula, charge and spin, kJ/mol: 16.6
Charge: 0
Kohn-Sham gap, eV: 9.7
Calculated total energy, eV: -149350.71177
LUMO energy, eV: -0.4

Last column: Mulliken charge in e.
Atoms and positions in Å:
1 N -2.575 1.338 -1.706  -0.42
2 C -1.672 0.776 -1.260  0.20
3 C -0.519 0.158 -0.585  0.39
4 N 0.599 0.090 -1.271  -0.53
5 C 1.622 -0.632 -0.800  -0.13
6 C 1.505 -1.340 0.387  -0.65
7 C 0.323 -1.236 1.067  -0.16
8 C -0.778 -0.605 0.517  0.18
9 Br -2.496 -0.661 1.274  -0.09
10 H 2.578 -0.432 -1.266  0.41
11 H 2.343 -1.581 0.890  0.44
12 H 0.183 -1.777 2.013  0.36
13 Br -0.109 3.424 0.573  -0.20
14 H -1.003 2.477 0.167  0.19